No. 1
C10H14 | ωB97M-V/def2-TZVPD

- Charge: 0
- ΔE to the lowest compared entry with this formula, charge and spin: 5.611 eV
- Max |F|: 4.953 eV/Å
- Multiplicity: 1
- LUMO energy: 0.648 eV
- Orbital gap: 9.7 eV

The geometry in XYZ format:
```
24
C10H14 | the OMol25 dataset | ωB97M-V/def2-TZVPD
C 0.3437 -2.4197 -0.4212
C 1.4762 -1.7964 -0.0981
C 1.4284 0.4515 0.9731
C 1.9220 -0.4193 -0.1574
C -0.0213 0.4291 1.1817
C -0.6131 0.1366 -0.2934
C 0.3276 -0.7823 -0.9636
C -0.5938 1.6202 1.9273
C -1.9659 -0.5164 -0.1538
C 0.3739 -0.5964 -2.4298
H 1.9807 0.1823 2.0033
H 1.6863 1.5899 0.7334
H 2.7739 -0.0403 -0.8088
H -0.3345 -0.4352 1.7428
H -0.5654 1.1849 -0.7011
H -1.5428 1.9697 1.4847
H 0.1617 2.4081 2.0400
H -0.9228 1.3769 2.9227
H -1.9238 -1.5293 -0.7117
H -2.9565 0.0158 -0.5002
H -2.1574 -0.9319 0.8714
H -0.6154 -0.8360 -2.7894
H 1.0208 -1.3798 -2.9360
H 0.7174 0.3180 -2.9157
```

Results of the natural (NBO) charge analysis, in e, for atoms 1 through 8:
1. C -0.157
2. C -0.069
3. C -0.414
4. C -0.223
5. C -0.220
6. C -0.290
7. C 0.143
8. C -0.615

=====

No. 2
C10H14BCoN7O3 | ωB97M-V/def2-TZVPD

- Charge: +2
- ΔE to the lowest compared entry with this formula, charge and spin: 0.177 eV
- Max |F|: 5.986 eV/Å
- Multiplicity: 4
- LUMO energy (alpha / beta): -9.408 / -10.747 eV
- Orbital gap (alpha / beta): 7.2 / 5.8 eV

The geometry in XYZ format:
```
36
C10H14BCoN7O3 | the OMol25 dataset | ωB97M-V/def2-TZVPD
C -1.9386 1.0180 -1.8673
N -0.7745 0.8778 -1.1526
N 0.2418 0.6846 -2.0744
C -0.2547 0.8543 -3.3083
C -1.6278 1.0392 -3.2184
B 1.7293 0.4179 -1.7195
N 1.9693 1.4351 -0.5566
N 1.0269 1.8515 0.3822
C 1.6772 2.6786 1.2575
C 2.9528 2.9432 0.7631
C 3.0874 2.1722 -0.3925
Co -0.6964 1.3361 0.6511
N 2.0780 -1.1517 -1.4934
N 1.3729 -1.8391 -0.5319
C 1.7309 -3.1116 -0.5464
C 2.7458 -3.2989 -1.5369
C 2.9249 -2.0414 -2.1174
H 1.2754 -3.8357 0.1238
H 3.5907 -1.7334 -2.9105
H 3.2376 -4.2250 -1.7496
H 2.4379 0.7149 -2.6434
H 3.9392 2.0267 -1.0535
H 0.4037 0.7892 -4.1573
H 3.6965 3.5584 1.2184
H -2.3091 1.1428 -4.0304
H 1.2074 2.9963 2.1709
H -2.8727 1.0814 -1.3456
H -0.0368 -0.3038 1.5103
C -0.1960 0.4147 2.3320
H 0.7710 0.5735 2.8205
H -0.5919 1.5047 2.0737
H -0.9988 -0.0601 2.9042
O -1.4044 -1.7136 1.3277
N -2.3258 -1.0346 0.8332
O -3.2972 -1.5269 0.2463
O -2.2702 0.3390 0.9738
```

Results of the natural (NBO) charge analysis, in e, for atoms 1 through 8:
1. C 0.038
2. N -0.371
3. N -0.327
4. C 0.088
5. C -0.304
6. B 0.556
7. N -0.315
8. N -0.360

=====

No. 3
C10H14BFeIN6 | ωB97M-V/def2-TZVPD

- Charge: 0
- Max |F|: 4.835 eV/Å
- Multiplicity: 5
- LUMO energy (alpha / beta): -0.246 / -0.407 eV
- Orbital gap (alpha / beta): 6.4 / 7.8 eV

The geometry in XYZ format:
```
33
C10H14BFeIN6 | the OMol25 dataset | ωB97M-V/def2-TZVPD
H 0.9526 3.2525 0.2349
N 0.4874 1.7089 -1.1813
B 0.1749 0.3423 -3.3080
N 0.5306 1.6599 -2.5524
C 0.8968 2.8611 -3.0360
Fe 0.0409 -0.2161 -0.0536
H 0.9582 2.9700 -4.1088
C 1.1186 3.7086 -1.9584
H 1.4256 4.7234 -1.9972
C 0.8678 2.9612 -0.8028
H 0.2274 0.4858 -4.5091
C -0.4703 -1.6041 1.0655
H -0.5323 -1.4762 2.1473
H 0.2195 -2.4098 0.8038
H -1.4666 -1.7555 0.6297
N -1.2583 -0.0422 -2.8276
N 1.1416 -0.7625 -2.8023
N -1.5368 -0.2040 -1.4928
N 1.2181 -1.0671 -1.4566
C -2.3804 -0.2349 -3.5412
C 2.0143 -1.5309 -3.4772
H -2.3153 -0.1275 -4.6144
H 2.0634 -1.4086 -4.5493
C -3.4063 -0.5485 -2.6586
C 2.6763 -2.3480 -2.5666
C -2.8567 -0.5334 -1.3766
C 2.1654 -2.0351 -1.3043
H -4.4143 -0.7695 -2.8980
H 3.4249 -3.0745 -2.7767
H -3.3049 -0.7368 -0.4130
H 2.4156 -2.4244 -0.3318
H -0.6442 0.5529 1.2619
I 1.4068 0.3508 1.7931
```

Results of the natural (NBO) charge analysis, in e, for atoms 1 through 8:
1. H 0.230
2. N -0.396
3. B 0.551
4. N -0.318
5. C -0.002
6. Fe 1.154
7. H 0.222
8. C -0.351

=====

No. 4
C10H14Cl2 | ωB97M-V/def2-TZVPD

- SMILES: CC1(C)C2=CC(Cl)(Cl)[C@@]1(C)CC2
- Charge: 0
- ΔE to the lowest compared entry with this formula, charge and spin: 0.000 eV
- Max |F|: 3.084 eV/Å
- Multiplicity: 1
- LUMO energy: 0.167 eV
- Orbital gap: 8.7 eV

The geometry in XYZ format:
```
26
C10H14Cl2 | the OMol25 dataset | ωB97M-V/def2-TZVPD
C -0.5764 1.7088 1.2207
C -0.2539 0.6867 0.1322
C 0.9392 1.2498 -0.6496
C -1.4746 0.2882 -0.7061
C -2.4146 -0.3136 0.0829
C -1.7534 -0.9708 1.2426
Cl -2.2089 -2.6811 1.2092
Cl -1.8916 -0.4482 2.9270
C -0.0469 -0.7815 0.5248
C 1.0269 -1.2404 1.4620
C -0.1098 -1.4745 -0.8685
C -0.9465 -0.5427 -1.8302
H -0.3967 2.7087 0.8301
H 0.0601 1.5648 2.0899
H -1.6136 1.6626 1.5336
H 0.6139 2.0882 -1.2604
H 1.4227 0.5221 -1.2909
H 1.6806 1.6131 0.0576
H -3.3527 -0.6974 -0.2818
H 0.9696 -0.6975 2.4020
H 2.0081 -1.0729 1.0205
H 0.9159 -2.3036 1.6645
H -0.5746 -2.4556 -0.7886
H 0.9034 -1.6164 -1.2438
H -1.7205 -1.0984 -2.3523
H -0.3289 -0.0123 -2.5493
```

Results of the natural (NBO) charge analysis, in e, for atoms 1 through 8:
1. C -0.608
2. C -0.158
3. C -0.610
4. C 0.110
5. C -0.291
6. C -0.087
7. Cl -0.014
8. Cl -0.013

=====

No. 5
C10H14ClN3 | ωB97M-V/def2-TZVPD

- SMILES: Cc1n[nH]c(C)c1Cl.C=C(C#N)CC
- Charge: 0
- ΔE to the lowest compared entry with this formula, charge and spin: 2.051 eV
- Max |F|: 3.949 eV/Å
- Multiplicity: 1
- LUMO energy: 0.451 eV
- Orbital gap: 9.1 eV

The geometry in XYZ format:
```
28
C10H14ClN3 | the OMol25 dataset | ωB97M-V/def2-TZVPD
C 1.5647 -2.3715 0.8378
C 1.8957 -1.0629 0.2285
N 0.8257 -0.4017 -0.2508
N 1.1585 0.6902 -0.8599
C 2.4465 0.9065 -0.7789
C 3.2706 1.9308 -1.3534
C 2.9534 -0.2777 -0.1842
Cl 4.5947 -0.5713 0.1284
H 0.4565 -2.5575 0.8460
H 1.8680 -3.1433 0.0842
H 2.1320 -2.5217 1.7277
H 0.4146 1.2612 -1.2320
H 3.6204 1.7911 -2.3357
H 2.7053 2.8346 -1.5046
H 4.1913 2.1657 -0.8251
C -1.8631 0.8279 -1.1794
C -1.8394 -0.3823 -0.5610
C -1.6192 -1.4983 -1.4685
N -1.5806 -2.4794 -2.0645
C -1.9873 -0.5776 0.9566
C -3.3604 -1.2131 1.2983
H -1.8993 0.9261 -2.2172
H -1.9848 1.6362 -0.5505
H -1.9274 0.5113 1.3260
H -1.1068 -1.2103 1.3850
H -4.1066 -0.5790 0.8962
H -3.3626 -1.0715 2.3397
H -3.5219 -2.2250 0.9663
```

Results of the natural (NBO) charge analysis, in e, for atoms 1 through 8:
1. C -0.639
2. C 0.113
3. N -0.294
4. N -0.288
5. C 0.119
6. C -0.655
7. C -0.156
8. Cl 0.013

=====

No. 6
C10H14ClN4O8SSeSr | ωB97M-V/def2-TZVPD

- Charge: -1
- ΔE to the lowest compared entry with this formula, charge and spin: 2.094 eV
- Max |F|: 3.041 eV/Å
- Multiplicity: 1
- LUMO energy: 2.626 eV
- Orbital gap: 8.0 eV

The geometry in XYZ format:
```
40
C10H14ClN4O8SSeSr | the OMol25 dataset | ωB97M-V/def2-TZVPD
Sr 0.0412 -0.0790 0.1056
Cl 0.6826 -5.0296 -5.5904
C 0.3583 -4.1096 -4.1429
C 0.0802 -4.7864 -2.9414
C -0.1824 -4.0829 -1.8010
C -0.1861 -2.6488 -1.7684
O -0.4250 -2.0140 -0.6999
C 0.0988 -1.9956 -3.0193
C 0.0976 -0.5677 -3.1239
O -0.1474 0.2413 -2.2320
C 0.3647 -2.7467 -4.1809
H 0.0855 -5.8690 -2.9339
H -0.3938 -4.5949 -0.8707
H 0.3294 -0.1808 -4.1357
H 0.5733 -2.2269 -5.1093
C -1.9945 3.4007 2.3892
O -2.2734 2.1002 1.8768
C -1.9801 1.8346 0.6035
O -2.1018 0.6778 0.1975
N -1.7909 2.9120 -0.2175
N -1.6901 2.6858 -1.6155
H -2.3022 3.3724 3.4307
H -2.5598 4.1607 1.8470
H -0.9282 3.6134 2.3267
H -1.0618 3.5611 0.0868
H -2.2542 1.8698 -1.8105
H -0.7375 2.4168 -1.8408
N 3.5855 -0.2067 1.8892
C 2.4191 -0.6023 2.4248
N 2.0073 0.0640 3.5238
S 1.6063 -1.9712 1.8692
H 3.7604 0.7986 1.9419
H 3.8014 -0.6283 1.0029
H 2.2892 1.0378 3.5622
H 1.0489 -0.1024 3.7712
O 1.8802 1.1243 -0.3239
Se 1.4887 2.2084 0.8332
O 2.7491 2.5193 1.8023
O 0.3161 1.4406 1.6880
O 0.8779 3.5660 0.2109
```

Results of the natural (NBO) charge analysis, in e, for atoms 1 through 8:
1. Sr 1.800
2. Cl -0.046
3. C -0.127
4. C -0.199
5. C -0.243
6. C 0.448
7. O -0.817
8. C -0.328

=====

Number 1: E -389.2096 hartree. Number 2: E -2405.2069 hartree. Number 3: E -2304.2153 hartree. Number 4: E -1309.7125 hartree. Number 5: E -1013.8167 hartree. Number 6: E -4501.0855 hartree.